Computed, not measured: C12H12IrN6O6STe as an isolated structure, with ωB97M-V/def2-TZVPD.

Total charge: +2
2S+1: 6
Total energy: -2014.252299 Ha
HOMO-LUMO gap (spin up / spin down): 7.625 / 6.338 eV
Highest occupied orbital energy (spin up / spin down): -13.38 / -15.05 eV
Energy relative to the best compared isomer or geometry (same formula, charge and spin): 13.0 kJ/mol

Positions of all 39 atoms, in Å:
Ir (-0.068, 0.256, -0.452)
O (-3.636, 2.759, 0.332)
C (-2.588, 1.974, 0.276)
O (-1.534, 2.270, -0.264)
C (-2.767, 0.667, 0.971)
C (-3.905, 0.253, 1.634)
C (-3.880, -0.987, 2.265)
C (-2.720, -1.744, 2.250)
C (-1.622, -1.253, 1.560)
N (-1.673, -0.091, 0.920)
C (-0.257, -1.928, 1.573)
O (-0.065, -2.880, 2.284)
O (0.661, -1.282, 0.891)
H (-3.460, 3.594, -0.134)
H (-4.784, 0.882, 1.659)
H (-4.759, -1.345, 2.784)
H (-2.643, -2.696, 2.757)
N (1.693, 0.581, -1.778)
N (1.389, 0.193, -3.098)
C (0.157, -0.272, -3.438)
N (-0.026, -0.616, -4.697)
N (-0.739, -0.319, -2.440)
N (-2.067, -0.705, -2.703)
O (-2.795, -0.621, -1.750)
O (-2.390, -1.051, -3.818)
H (2.008, 1.548, -1.784)
H (2.446, -0.009, -1.429)
H (2.128, 0.228, -3.784)
H (0.718, -0.534, -5.371)
H (-0.931, -0.966, -4.982)
Te (2.053, -0.058, 3.143)
C (2.982, 0.443, 4.869)
C (3.721, 1.616, 5.076)
C (4.255, 1.688, 6.356)
C (3.929, 0.582, 7.122)
S (2.984, -0.548, 6.291)
H (3.859, 2.376, 4.320)
H (4.857, 2.505, 6.724)
H (4.215, 0.393, 8.146)

Computed, not measured: the molecule C2HClN2O2 in a non-equilibrium geometry, with ωB97M-V/def2-TZVPD.

Total charge: 0
2S+1: 3
Total energy: -796.651354 Ha
HOMO-LUMO gap (spin up / spin down): 6.891 / 7.424 eV
Highest occupied orbital energy (spin up / spin down): -7.07 / -11.09 eV
Energy relative to the best compared isomer or geometry (same formula, charge and spin): 369.8 kJ/mol

Positions of all 8 atoms, in Å:
C (-0.546, -0.194, 1.796)
C (-1.495, 0.599, 1.183)
N (0.419, -0.942, 1.900)
N (-2.023, -0.009, -0.057)
O (-1.866, 0.803, -0.894)
O (-2.740, -0.942, -0.189)
Cl (0.946, -2.230, 2.904)
H (-1.236, 1.613, 0.933)

Computed, not measured: a 2-piece molecular cluster, C2H8NOP overall in a non-equilibrium geometry, with ωB97M-V/def2-TZVPD.

Total charge: 0
2S+1: 1
Total energy: -552.293550 Ha
HOMO-LUMO gap: 9.363 eV
Highest occupied orbital energy: -8.57 eV
Energy relative to the best compared isomer or geometry (same formula, charge and spin): 236.4 kJ/mol
SMILES string: C=C.NPO

Positions of all 13 atoms, in Å:
C (2.435, -0.377, 0.009)
C (1.864, -1.501, -0.222)
H (3.051, 0.296, -0.630)
H (2.667, -0.231, 1.084)
H (1.360, -1.951, 0.597)
H (1.917, -1.912, -1.254)
N (-1.983, 0.848, -1.107)
P (-2.529, 0.305, 0.450)
O (-1.523, 1.350, 1.254)
H (-2.598, 1.061, -1.931)
H (-1.234, 1.509, -1.026)
H (-1.625, -0.895, 0.532)
H (-1.803, 1.498, 2.243)

Computed, not measured: C47H42Ge2IrN3O6 as an isolated structure, with ωB97M-V/def2-TZVPD.

Total charge: +1
2S+1: 2
Total energy: -6689.970286 Ha
HOMO-LUMO gap (spin up / spin down): 6.557 / 6.097 eV
Highest occupied orbital energy (spin up / spin down): -10.27 / -10.26 eV
Energy relative to the best compared isomer or geometry (same formula, charge and spin): 62.3 kJ/mol

Positions of all 101 atoms, in Å:
Ir (0.349, -0.043, 0.012)
O (4.354, 4.357, 4.827)
C (3.702, 3.293, 5.337)
O (3.880, 2.952, 6.469)
C (2.757, 2.569, 4.419)
C (2.478, 1.240, 4.716)
C (1.604, 0.516, 3.924)
C (1.003, 1.137, 2.840)
C (1.279, 2.456, 2.525)
C (2.152, 3.174, 3.322)
N (0.084, 0.400, 2.025)
C (-0.935, -0.096, 2.614)
C (-1.916, -0.831, 1.831)
C (-3.031, -1.423, 2.402)
C (-3.968, -2.006, 1.565)
C (-3.764, -1.952, 0.196)
C (-2.615, -1.351, -0.295)
N (-1.700, -0.822, 0.508)
H (4.206, 4.435, 3.877)
H (2.954, 0.787, 5.575)
H (1.417, -0.532, 4.124)
H (0.849, 2.899, 1.640)
H (2.338, 4.214, 3.080)
H (-1.100, 0.067, 3.675)
H (-3.163, -1.402, 3.475)
H (-4.851, -2.478, 1.973)
H (-4.481, -2.369, -0.498)
H (-2.437, -1.272, -1.359)
C (0.027, -1.688, -3.972)
C (0.766, -0.781, -4.724)
C (1.452, 0.226, -4.077)
C (1.376, 0.330, -2.691)
N (0.553, -0.484, -1.991)
C (-0.065, -1.499, -2.612)
C (2.252, 1.129, -1.839)
C (3.372, 1.798, -2.332)
C (4.345, 2.242, -1.457)
C (4.225, 1.950, -0.104)
C (3.102, 1.302, 0.388)
C (2.056, 0.940, -0.461)
H (-0.483, -2.523, -4.429)
H (0.825, -0.877, -5.799)
H (2.078, 0.912, -4.627)
H (-0.627, -2.167, -1.980)
H (3.508, 1.934, -3.397)
H (5.217, 2.762, -1.830)
H (5.025, 2.218, 0.575)
H (3.073, 1.039, 1.434)
O (1.966, -1.325, 1.055)
C (1.482, -2.425, 0.670)
O (0.402, -2.393, 0.004)
C (2.143, -3.707, 0.980)
C (3.387, -3.700, 1.595)
C (4.047, -4.890, 1.904)
C (3.399, -6.056, 1.575)
O (3.824, -7.330, 1.768)
C (2.792, -8.184, 1.266)
O (1.753, -7.351, 0.749)
C (2.152, -6.064, 0.962)
C (1.493, -4.908, 0.648)
H (3.848, -2.750, 1.827)
H (5.020, -4.901, 2.374)
H (2.399, -8.791, 2.083)
H (3.196, -8.801, 0.463)
H (0.527, -4.907, 0.165)
C (-1.427, 5.451, -1.185)
Ge (0.008, 4.115, -1.292)
C (1.553, 4.770, -0.277)
C (0.485, 3.932, -3.184)
Ge (-1.025, 2.034, -0.517)
C (-2.137, 2.454, 1.073)
C (-1.805, 3.503, 1.932)
C (-2.578, 3.807, 3.045)
C (-3.713, 3.061, 3.324)
C (-4.077, 2.027, 2.472)
C (-3.297, 1.732, 1.362)
C (-2.387, 1.785, -1.938)
C (-2.174, 1.123, -3.145)
C (-3.137, 1.101, -4.146)
C (-4.332, 1.781, -3.975)
C (-4.544, 2.496, -2.806)
C (-3.583, 2.502, -1.804)
H (-1.004, 6.435, -1.392)
H (-1.898, 5.478, -0.204)
H (-2.195, 5.244, -1.932)
H (1.973, 5.629, -0.803)
H (2.327, 4.009, -0.188)
H (1.263, 5.104, 0.721)
H (0.705, 4.918, -3.596)
H (-0.344, 3.500, -3.745)
H (1.365, 3.306, -3.312)
H (-0.936, 4.120, 1.728)
H (-2.297, 4.631, 3.689)
H (-4.319, 3.294, 4.190)
H (-4.977, 1.456, 2.666)
H (-3.619, 0.939, 0.696)
H (-1.233, 0.633, -3.333)
H (-2.942, 0.567, -5.068)
H (-5.083, 1.774, -4.754)
H (-5.460, 3.057, -2.672)
H (-3.775, 3.078, -0.908)

Computed, not measured: a 3-piece molecular cluster, C28H52ClFN5O8 overall in a non-equilibrium geometry, with ωB97M-V/def2-TZVPD.

Total charge: +1
2S+1: 1
Total energy: -2532.970488 Ha
HOMO-LUMO gap: 6.033 eV
Highest occupied orbital energy: -10.96 eV

Positions of all 95 atoms, in Å:
C (-0.597, -3.168, -5.577)
C (-0.118, -1.955, -4.985)
C (0.769, -1.831, -3.671)
C (2.293, -1.422, -3.890)
C (2.914, -1.193, -5.337)
C (3.543, 0.424, -5.393)
C (3.331, 1.188, -6.891)
O (4.735, 0.627, -6.286)
C (3.174, -1.295, -2.577)
C (4.730, -0.941, -2.571)
C (5.560, -2.270, -2.128)
O (6.390, -2.281, -1.197)
F (5.236, -3.446, -2.907)
C (2.369, -1.597, -1.235)
C (3.170, -1.531, 0.176)
C (3.485, -0.030, 0.658)
C (2.290, 1.015, 0.420)
Cl (3.724, -0.140, 2.507)
N (0.998, -1.955, -1.168)
N (0.340, -2.054, -2.319)
C (-1.115, -2.487, -2.182)
C (-2.136, -1.246, -2.052)
N (-3.521, -1.817, -2.327)
N (-2.228, -0.711, -0.643)
N (-1.936, -0.166, -3.063)
H (-1.718, -3.244, -5.844)
H (0.050, -4.069, -5.875)
H (-0.360, -0.971, -5.540)
H (2.128, -1.098, -6.176)
H (3.787, -1.877, -5.606)
H (3.420, 1.099, -4.398)
H (2.867, 2.079, -6.270)
H (4.032, 1.898, -7.434)
H (5.164, -0.638, -3.585)
H (5.008, -0.087, -1.839)
H (2.534, -2.027, 1.010)
H (4.155, -2.120, 0.152)
H (4.476, 0.375, 0.238)
H (2.358, 1.802, 1.264)
H (1.240, 0.565, 0.480)
H (2.419, 1.602, -0.563)
H (-1.187, -3.072, -1.182)
H (-1.413, -3.249, -2.992)
H (-3.735, -2.456, -1.537)
H (-3.477, -2.449, -3.155)
H (-1.555, 0.057, -0.500)
H (-2.018, -1.487, 0.008)
H (-2.454, 0.651, -2.667)
H (-2.516, -0.419, -3.893)
C (-0.803, 8.045, 1.250)
O (-1.574, 6.944, 0.802)
C (-1.102, 6.418, -0.435)
C (-1.395, 4.925, -0.530)
O (-0.505, 4.121, 0.249)
C (-0.713, 4.151, 1.665)
C (-1.983, 3.430, 2.105)
O (-3.122, 4.259, 1.893)
C (-4.322, 3.511, 1.814)
H (-0.880, 8.879, 0.544)
H (-1.193, 8.361, 2.219)
H (0.245, 7.754, 1.381)
H (-0.022, 6.583, -0.541)
H (-1.625, 6.949, -1.238)
H (-1.228, 4.618, -1.568)
H (-2.437, 4.697, -0.300)
H (-0.670, 5.171, 2.048)
H (0.141, 3.617, 2.093)
H (-1.930, 3.210, 3.177)
H (-2.083, 2.493, 1.544)
H (-4.268, 2.783, 0.997)
H (-5.140, 4.201, 1.602)
H (-4.522, 3.001, 2.763)
C (0.789, -0.763, 4.134)
O (-0.462, -1.357, 4.427)
C (-1.295, -1.455, 3.276)
C (-2.227, -2.657, 3.385)
O (-1.577, -3.903, 3.123)
C (-0.708, -4.386, 4.154)
C (-1.451, -4.871, 5.394)
O (-1.838, -3.764, 6.204)
C (-2.910, -4.085, 7.071)
H (0.653, 0.270, 3.796)
H (1.389, -0.763, 5.046)
H (1.322, -1.344, 3.374)
H (-0.690, -1.547, 2.364)
H (-1.887, -0.534, 3.221)
H (-2.989, -2.560, 2.605)
H (-2.756, -2.680, 4.338)
H (0.058, -3.651, 4.399)
H (-0.192, -5.246, 3.714)
H (-0.789, -5.505, 5.995)
H (-2.331, -5.449, 5.089)
H (-3.783, -4.415, 6.498)
H (-3.185, -3.183, 7.621)
H (-2.610, -4.859, 7.785)

Computed, not measured: the molecule C4H7NO2 in a non-equilibrium geometry, with ωB97M-V/def2-TZVPD.

Total charge: 0
2S+1: 1
Total energy: -361.631196 Ha
HOMO-LUMO gap (spin up / spin down): 7.611 / 7.659 eV
Highest occupied orbital energy (spin up / spin down): -7.27 / -7.30 eV
Energy relative to the best compared isomer or geometry (same formula, charge and spin): 655.5 kJ/mol
SMILES string: CC1=CNO[C@H]1O

Positions of all 14 atoms, in Å:
C (-1.921, -0.052, -0.061)
C (-0.542, 0.109, 0.372)
C (0.463, 1.521, 0.657)
N (1.592, 1.218, 0.057)
O (1.561, 0.115, -0.708)
C (0.451, -0.709, -0.424)
O (0.839, -1.858, 0.337)
H (-1.959, -0.519, -1.090)
H (-2.434, 0.994, -0.085)
H (-2.505, -0.597, 0.559)
H (0.160, 2.168, 1.409)
H (2.590, 1.107, 0.571)
H (0.118, -1.109, -1.433)
H (1.588, -2.389, -0.161)